Computed, not measured: a single C6H11NS molecule at a distorted geometry, with ωB97M-V/def2-TZVPD.

Properties
* HOMO level: -0.285 Eh
* LUMO level: 0.006 Eh
* 2S+1: 1
* E: -688.1263 Ha
* HOMO-LUMO gap: 0.2913 Eh
* SMILES string: CN/C(C)=C(/C)C=S
* energy above the lowest of the compared OMol25 structures with the same formula, charge and spin: 14.41 kcal per mole

Cartesian coordinates (Å):
1 C -1.231 -1.469 1.737
2 N 0.061 -0.818 1.917
3 C 0.598 0.185 1.145
4 C 1.581 1.039 1.906
5 C 0.268 0.469 -0.165
6 C 0.667 1.766 -0.803
7 C -0.353 -0.534 -0.995
8 S -0.790 -0.365 -2.568
9 H -1.153 -2.419 1.254
10 H -1.892 -0.853 1.154
11 H -1.691 -1.612 2.706
12 H 0.477 -0.901 2.813
13 H 2.365 1.394 1.255
14 H 2.040 0.511 2.720
15 H 1.083 1.916 2.322
16 H 0.923 2.539 -0.053
17 H 1.506 1.637 -1.510
18 H -0.155 2.127 -1.403
19 H -0.474 -1.509 -0.538

Atomic forces in eV per Å
0.420 0.430 0.454
-0.182 0.439 -1.028
-0.336 -0.214 0.178
-0.328 0.292 -0.483
-0.073 -0.670 0.109
0.578 0.266 0.252
0.114 0.502 0.063
0.085 -0.054 0.264
0.085 -0.695 -0.317
-0.189 0.407 -0.320
-0.030 -0.076 0.294
0.155 -0.132 0.576
0.215 0.084 -0.157
0.162 -0.411 0.427
-0.089 0.030 0.034
-0.090 -0.375 -0.469
-0.198 0.058 0.313
-0.295 0.186 -0.157
-0.004 -0.068 -0.032